# 1
{
  "formula": "C10H19N5O5",
  "method": "ωB97M-V with the def2-TZVPD basis set",
  "symbols": ["C", "C", "C", "C", "C", "C", "C", "C", "C", "C", "H", "H", "H", "H", "H", "H", "H", "H", "H", "H", "H", "H", "H", "H", "H", "H", "H", "H", "H", "N", "N", "N", "N", "N", "O", "O", "O", "O", "O"],
  "positions_angstrom": [[-1.8708, 1.3315, -1.2564], [-0.5731, 0.7750, -1.2980], [-2.9569, 0.9351, -0.2210], [-3.6045, -0.4162, -0.4714], [0.3376, 1.3736, 1.0197], [1.7027, 1.9865, 1.5618], [-0.1422, 0.2830, 1.9850], [0.6668, -0.9866, 2.2014], [1.2566, -1.7882, 1.0502], [2.8564, -1.4234, -0.9072], [-1.9498, 0.7720, -3.1730], [-2.7376, 2.2437, -2.8357], [-1.6155, 2.3524, -0.6184], [-2.5580, 0.9825, 0.7938], [-3.7939, 1.7229, -0.2475], [-3.6192, -2.0947, 0.1522], [1.2850, 0.5545, -0.4562], [-0.3522, 2.1575, 1.2941], [-1.1816, 0.1402, 1.6306], [-0.1860, 0.7138, 3.1027], [0.1843, -1.7075, 2.8690], [1.6100, -0.6509, 2.6448], [1.8484, -2.5676, 1.5795], [0.4517, -2.1189, 0.3738], [2.9407, -0.6584, 0.9351], [4.4113, -1.9461, -1.8911], [2.1416, -2.7762, -2.3798], [0.9954, -1.6355, -1.9580], [1.9443, 2.2207, -0.2532], [-2.5286, 1.3965, -2.5537], [0.3862, 1.0887, -0.3592], [2.1967, -0.9319, 0.2372], [4.1540, -1.4210, -0.9679], [1.9332, -2.0018, -1.7625], [-0.2926, -0.1248, -2.1270], [-4.1323, -0.7496, -1.5361], [-3.6675, -1.2086, 0.5787], [2.0168, 1.7727, 2.6760], [2.4429, 2.4053, 0.5877]],
  "forces_ev_per_a": [[-3.418, 5.035, 2.266], [2.960, -4.659, 0.027], [-0.933, -0.126, 0.602], [-1.732, 0.907, -3.213], [-0.187, 1.426, 3.021], [-2.431, -3.083, -1.855], [-0.941, 0.144, 1.858], [1.423, 0.265, -0.545], [-0.270, 0.366, -1.117], [0.168, -1.589, 0.289], [-1.144, 1.357, 0.352], [-0.933, 4.986, -2.054], [-0.586, -1.230, -2.478], [-0.167, -0.125, -0.071], [1.337, -1.117, -0.319], [-0.717, 0.271, 0.733], [-1.285, -0.486, -0.539], [-0.591, 0.685, -0.542], [0.478, -0.673, 0.637], [-0.197, -0.455, -2.701], [-0.070, 0.380, 0.027], [-0.334, 0.081, 0.894], [-0.578, -0.144, -0.944], [0.582, -0.510, 0.275], [-0.784, -0.022, -1.311], [-0.393, 1.556, 1.919], [0.670, 0.470, 0.235], [0.739, 0.365, 0.687], [0.565, 0.622, 0.718], [3.154, -5.985, 1.605], [1.525, -0.224, -1.145], [1.363, 0.804, 2.245], [-1.206, -1.455, -2.043], [-0.443, -0.579, -0.925], [-0.382, 1.813, 0.598], [1.439, 0.475, 1.900], [1.181, -1.625, 0.659], [0.971, 0.924, 1.925], [1.169, 1.154, -1.672]],
  "e_tot_ha": -1042.3790,
  "orbital_gap_ha": 0.344,
  "multiplicity": 1,
  "smiles": "[H]/N=C(\\N)NCCC[C@H](NC(=O)[C@@H](N)CC(=O)O)C(=O)O",
  "total_charge": 0,
  "e_homo_ha": -0.334
}

=====

# 2
{
  "formula": "C13H34N2O6P2PtSe",
  "method": "ωB97M-V with the def2-TZVPD basis set",
  "symbols": ["Pt", "C", "C", "C", "O", "P", "O", "C", "P", "O", "O", "C", "C", "C", "O", "C", "C", "C", "O", "C", "C", "C", "H", "H", "H", "H", "H", "H", "H", "H", "H", "H", "H", "H", "H", "H", "H", "H", "H", "H", "H", "H", "H", "H", "H", "H", "H", "H", "H", "H", "H", "H", "N", "N", "H", "H", "H", "H", "Se"],
  "positions_angstrom": [[-1.7936, -1.4685, 0.8893], [3.5404, -2.5365, 2.1830], [3.4553, -2.5683, 0.6802], [2.8774, -3.8271, 0.0915], [2.6323, -1.3863, 0.2038], [1.1342, -1.0928, 0.3435], [0.3572, -1.7890, 1.4451], [1.0319, 0.6967, 0.5770], [-0.6256, 1.3531, 0.7479], [-1.3979, 0.5016, 1.7468], [-0.6220, 2.8172, 1.1979], [0.2444, 4.0130, 0.9106], [1.5440, 3.8817, 1.6622], [0.3781, 4.2136, -0.5761], [-1.2688, 1.2000, -0.6792], [-2.6930, 1.5831, -0.8789], [-2.7623, 2.3234, -2.1906], [-3.5677, 0.3460, -0.8910], [0.4045, -1.4268, -1.0023], [0.9104, -1.3953, -2.4034], [1.5665, -0.0773, -2.7297], [-0.2954, -1.6940, -3.2559], [4.2293, -3.3216, 2.4984], [2.5757, -2.7265, 2.6516], [3.9357, -1.5854, 2.5376], [4.4187, -2.3320, 0.2363], [1.8763, -4.0292, 0.4798], [3.5113, -4.6691, 0.3719], [2.8458, -3.7853, -0.9965], [1.5571, 1.2004, -0.2359], [1.5511, 0.9222, 1.5139], [-0.3597, 4.8043, 1.3468], [2.2424, 3.1999, 1.1738], [1.3779, 3.5659, 2.6914], [2.0240, 4.8604, 1.6924], [0.8530, 3.3620, -1.0696], [1.0147, 5.0812, -0.7538], [-0.5830, 4.4059, -1.0476], [-2.9716, 2.2335, -0.0480], [-2.3682, 1.7020, -2.9962], [-2.2011, 3.2537, -2.1557], [-3.8003, 2.5626, -2.4244], [-3.3975, -0.2619, -1.7806], [-4.6175, 0.6405, -0.8648], [-3.4529, -0.3288, -0.0117], [1.6323, -2.2099, -2.4523], [0.8648, 0.7502, -2.6040], [1.8742, -0.0979, -3.7757], [2.4700, 0.1003, -2.1452], [-1.0388, -0.9009, -3.1526], [-0.7458, -2.6499, -2.9898], [0.0003, -1.7469, -4.3040], [-3.5426, -2.5626, 3.2235], [-2.4577, -1.6715, 2.9850], [-4.3489, -2.0180, 3.4974], [-3.2939, -3.1772, 3.9870], [-1.6213, -1.9708, 3.4786], [-2.6439, -0.7081, 3.2552], [-2.4603, -3.5590, 0.1163]],
  "forces_ev_per_a": [[0.107, 0.023, 0.273], [0.067, -0.044, 0.052], [-0.212, 0.265, -0.126], [-0.020, -0.171, 0.042], [0.379, -0.119, 0.348], [-0.413, 0.010, -0.141], [0.120, -0.038, -0.238], [0.265, 0.062, -0.080], [-0.267, -0.512, 0.138], [0.085, 0.372, -0.404], [0.065, 0.208, 0.208], [-0.224, -0.169, 0.061], [0.128, 0.034, -0.012], [0.110, 0.043, -0.097], [-0.058, 0.062, -0.155], [0.134, -0.070, 0.110], [-0.085, 0.026, -0.083], [-0.089, -0.263, 0.003], [-0.115, 0.038, -0.114], [0.004, -0.105, 0.245], [0.041, 0.088, -0.073], [-0.046, 0.006, -0.117], [-0.004, 0.024, 0.022], [-0.054, -0.013, -0.045], [0.001, -0.002, -0.024], [0.010, -0.025, -0.019], [0.022, 0.052, 0.017], [0.009, 0.009, -0.022], [0.010, 0.020, -0.005], [0.042, 0.008, 0.004], [-0.002, 0.003, -0.026], [0.006, 0.009, 0.011], [-0.036, -0.013, -0.003], [-0.026, 0.006, -0.008], [-0.005, -0.005, -0.007], [0.004, -0.014, 0.042], [-0.026, 0.012, 0.011], [-0.028, -0.019, 0.021], [-0.003, 0.019, -0.001], [0.000, 0.002, 0.018], [0.027, -0.001, 0.011], [0.015, 0.010, 0.015], [0.026, 0.059, -0.033], [0.006, 0.028, -0.095], [0.018, 0.360, -0.003], [0.029, 0.002, -0.047], [-0.010, -0.012, 0.008], [-0.026, 0.013, -0.002], [-0.036, -0.031, 0.066], [0.015, -0.007, 0.014], [0.012, 0.004, 0.034], [0.007, 0.004, 0.019], [0.127, 0.033, -0.111], [0.252, 0.065, 0.061], [-0.193, -0.057, 0.021], [-0.131, -0.121, 0.132], [0.026, -0.005, 0.037], [-0.049, 0.014, 0.129], [-0.013, -0.179, -0.079]],
  "e_tot_ha": -4279.6953,
  "orbital_gap_ha": [0.359, 0.276],
  "multiplicity": 5,
  "total_charge": 2,
  "e_homo_ha": [-0.541, -0.596]
}

=====

# 3
{
  "formula": "C45H42N5",
  "method": "ωB97M-V with the def2-TZVPD basis set",
  "symbols": ["C", "C", "C", "C", "N", "C", "N", "C", "C", "C", "C", "C", "C", "C", "C", "C", "C", "C", "C", "C", "N", "C", "C", "H", "H", "H", "H", "H", "H", "H", "H", "H", "H", "H", "H", "H", "H", "H", "C", "N", "C", "C", "C", "C", "C", "C", "C", "C", "C", "C", "C", "C", "C", "C", "C", "C", "C", "C", "N", "C", "C", "C", "C", "C", "C", "H", "H", "H", "H", "H", "H", "H", "H", "H", "H", "H", "H", "H", "H", "H", "H", "H", "H", "H", "H", "H", "H", "H", "H", "H", "H", "H"],
  "positions_angstrom": [[2.6610, -4.5543, 3.8334], [2.4512, -5.2885, 2.6568], [2.5554, -4.6588, 1.4120], [2.8421, -3.2929, 1.3600], [2.8597, -2.5568, 0.1663], [2.4625, -2.8512, -1.0966], [2.6704, -1.6488, -1.7480], [2.0979, -1.2793, -2.9888], [1.7500, -2.3005, -3.8476], [1.1052, -2.0467, -5.0585], [0.8080, -0.7178, -5.3938], [1.1412, 0.3214, -4.5182], [1.7780, 0.0398, -3.2973], [3.3595, -0.7681, -0.8908], [4.0778, 0.4582, -1.2377], [4.2812, 1.4006, -0.2033], [4.9986, 2.5697, -0.4496], [5.5597, 2.7994, -1.7142], [5.4142, 1.8451, -2.7292], [4.6854, 0.6790, -2.4983], [3.3952, -1.2974, 0.3015], [3.1231, -2.5728, 2.5188], [3.0151, -3.1984, 3.7660], [2.5579, -5.0420, 4.8055], [2.1966, -6.3490, 2.7042], [2.4396, -5.2068, 0.4832], [1.9783, -3.3060, -3.5255], [0.8510, -2.8774, -5.7206], [0.3110, -0.4949, -6.3407], [0.9163, 1.3569, -4.7769], [2.0293, 0.8444, -2.6077], [3.8604, 1.1942, 0.7824], [5.1227, 3.3045, 0.3472], [6.1225, 3.7144, -1.9037], [5.8666, 2.0095, -3.7082], [4.5797, -0.0673, -3.2879], [3.4054, -1.5266, 2.4236], [3.2084, -2.6198, 4.6692], [6.1223, -7.6169, -9.3163], [4.7310, -7.4989, -8.9299], [3.7520, -7.6266, -9.9898], [4.3692, -7.2809, -7.6359], [3.0022, -7.1525, -7.2651], [2.6498, -6.8217, -5.9669], [3.6277, -6.6120, -4.9594], [3.2896, -6.1523, -3.6132], [2.0546, -5.5062, -3.3503], [1.5841, -4.9914, -2.1266], [0.1468, -4.8842, -1.8703], [-0.3562, -4.9459, -0.5499], [-1.7187, -4.8536, -0.2810], [-2.6400, -4.7147, -1.3289], [-2.1728, -4.7194, -2.6486], [-0.8056, -4.8185, -2.9228], [4.2402, -6.4011, -2.5320], [4.5793, -5.3907, -1.6139], [5.4414, -5.6310, -0.5608], [6.0262, -6.9145, -0.3959], [6.8987, -7.1548, 0.6212], [7.4089, -8.4838, 0.8854], [7.4252, -6.0876, 1.4454], [5.7092, -7.9375, -1.3284], [4.8609, -7.6704, -2.3842], [4.9859, -6.8150, -5.3321], [5.3565, -7.1352, -6.6236], [6.6365, -8.3783, -8.7138], [6.1559, -7.9089, -10.3704], [6.6617, -6.6648, -9.1932], [2.9972, -6.8323, -9.9313], [4.2779, -7.5520, -10.9468], [3.2310, -8.5960, -9.9519], [2.2234, -7.2948, -8.0153], [1.5921, -6.7507, -5.7174], [1.3847, -5.4421, -4.2103], [2.2399, -5.0197, -1.2645], [0.3507, -5.0960, 0.2676], [-2.0681, -4.8786, 0.7518], [-3.7072, -4.6209, -1.1187], [-2.8811, -4.6345, -3.4752], [-0.4794, -4.8533, -3.9641], [4.1511, -4.3958, -1.7453], [5.6528, -4.8382, 0.1572], [6.6027, -9.2270, 0.8472], [8.1797, -8.7789, 0.1563], [7.8543, -8.4830, 1.8852], [7.6929, -5.2143, 0.8368], [6.7037, -5.7624, 2.2114], [8.3220, -6.4641, 1.9478], [6.1576, -8.9267, -1.2240], [4.6497, -8.4637, -3.1032], [5.7761, -6.6924, -4.5924], [6.4127, -7.2541, -6.8686]],
  "forces_ev_per_a": [[0.033, 0.092, -0.098], [0.103, 0.397, 0.005], [0.108, 0.285, 0.201], [-0.029, -0.685, 0.956], [0.361, 0.962, -1.585], [-0.603, 1.445, 0.460], [1.235, 0.203, 1.253], [-0.507, 0.057, -0.557], [-0.164, -0.308, -0.646], [0.177, 0.553, 0.374], [0.003, -0.139, -0.056], [0.272, -0.443, 0.301], [-0.217, 0.225, -0.348], [-0.784, -1.250, 0.330], [0.751, 1.063, 0.093], [-0.127, -0.166, -0.523], [0.082, -0.097, -0.281], [-0.163, -0.274, 0.125], [-0.114, 0.006, 0.271], [-0.304, -0.141, 0.588], [0.640, 0.499, -1.186], [-0.193, -0.267, 0.799], [-0.029, -0.369, -0.561], [0.044, 0.143, -0.341], [0.122, 0.325, 0.000], [-0.017, -0.069, 0.372], [0.029, 0.309, -0.386], [0.042, 0.331, 0.160], [0.159, -0.039, 0.321], [0.018, -0.331, 0.092], [-0.206, -0.194, -0.259], [0.099, 0.142, -0.321], [-0.010, -0.224, -0.246], [-0.177, -0.265, 0.057], [-0.115, -0.045, 0.308], [0.030, 0.257, 0.211], [-0.174, -0.411, 0.249], [-0.066, -0.229, -0.214], [0.355, -0.032, 0.142], [-0.140, 0.020, 0.347], [-0.365, -0.064, -0.097], [0.182, 0.126, -0.336], [-0.194, 0.115, 0.369], [0.338, -0.023, -0.346], [-0.168, -0.113, 0.228], [0.102, 0.099, 0.050], [-0.116, 0.509, 0.199], [0.144, -2.675, -0.323], [-1.009, 0.324, -0.275], [0.326, 0.112, -0.250], [-0.096, 0.010, -0.240], [0.509, -0.056, -0.010], [0.207, 0.008, 0.029], [0.055, 0.119, 0.456], [0.517, -0.135, -0.075], [-0.056, -0.250, 0.145], [-0.003, -0.053, -0.107], [0.185, -0.003, 0.108], [-0.109, -0.006, -0.038], [0.047, -0.234, -0.143], [-0.087, 0.273, 0.149], [-0.055, 0.183, -0.049], [-0.187, 0.276, 0.042], [-0.044, -0.093, -0.155], [-0.185, 0.057, 0.213], [-0.073, 0.097, -0.246], [0.162, 0.043, 0.357], [-0.125, -0.197, -0.051], [0.206, -0.112, -0.119], [-0.314, 0.030, 0.221], [0.103, 0.195, -0.020], [0.238, -0.019, 0.351], [0.243, -0.022, -0.109], [0.210, 0.083, 0.328], [-0.525, -0.552, -0.503], [-0.312, 0.236, -0.181], [0.116, -0.043, -0.291], [0.356, -0.036, -0.078], [0.236, -0.067, 0.254], [-0.149, 0.187, 0.345], [0.185, -0.242, 0.071], [-0.034, -0.214, -0.292], [0.187, 0.130, 0.141], [-0.107, 0.018, 0.155], [-0.161, -0.169, -0.268], [0.045, -0.196, 0.139], [0.153, -0.044, -0.123], [-0.197, 0.274, -0.115], [-0.200, 0.374, -0.119], [-0.036, 0.236, 0.204], [-0.266, 0.072, -0.154], [-0.398, 0.099, 0.147]],
  "e_tot_ha": -2013.4582,
  "orbital_gap_ha": 0.216,
  "multiplicity": 1,
  "total_charge": 1,
  "e_homo_ha": -0.363
}